[1]
ORCA calculation (wB97M-V/def2-TZVPD) on 2 unconnected molecules or ions with the total composition C5H12NO at a distorted geometry.

HOMO energy (spin up / spin down) in hartree: -0.4935 / -0.4935
Gap between HOMO and LUMO (spin up / spin down) in eV: 7.8 / 7.8
F_max in eV/Å: 4.6
Total charge: +1
ΔE to the lowest compared entry with this formula, charge and spin in kcal per mole: 101.12

XYZ file:
```
19
Properties=species:S:1:pos:R:3:forces:R:3
H 1.4285 1.5306 1.1128 0.59 1.71 2.00
H -2.4068 -0.2832 -0.9380 0.91 -1.13 -0.53
H 0.2821 1.1384 -1.5078 0.13 0.36 -0.72
C 1.5644 -1.6149 0.1222 -0.63 -0.47 -2.34
H 1.3767 -1.7368 1.1778 -0.01 -0.06 0.34
H -0.3218 2.0628 -0.0896 0.44 -0.96 -0.53
H -0.8292 0.4706 1.9292 0.24 -0.04 -0.66
H -2.2864 0.0969 1.0783 0.03 0.23 -0.43
C 0.2151 1.1247 -0.4423 -0.57 0.59 0.51
H -1.1628 -1.6084 -1.0895 -0.37 -3.42 -0.89
O 1.9594 -1.9738 -0.8851 -0.57 0.72 1.76
N -0.5298 -0.0766 -0.1553 1.27 -0.99 2.31
C -1.3454 -0.6203 -1.1965 -2.69 3.29 1.73
H -1.2800 -1.0962 1.6113 0.37 -3.05 0.53
H 2.2532 1.6537 -0.5074 0.69 -0.23 0.65
H 1.8882 0.1218 0.5541 0.58 0.15 -0.92
C 1.6044 1.1210 0.1810 -1.34 -0.28 -1.03
H -1.1778 -0.1187 -2.0936 0.79 0.03 -1.84
C -1.2321 -0.1916 1.1385 0.15 3.57 0.06
```
Forces are in eV/Å.

The computed natural (NBO) charges, all in e, follow:
1. H 0.231
2. H 0.201
3. H 0.211
4. C 0.672
5. H 0.275
6. H 0.219
7. H 0.218
8. H 0.219
9. C -0.225
10. H 0.206
11. O -0.270
12. N -0.393
13. C -0.406
14. H 0.210
15. H 0.260
16. H 0.148
17. C -0.549
18. H 0.221
19. C -0.449

***

[2]
ORCA calculation (wB97M-V/def2-TZVPD) on a molecular structure, C3H10N2Si at a distorted geometry.

HOMO energy in hartree: -0.3067
Gap between HOMO and LUMO in eV: 9.1
F_max in eV/Å: 4.5
ΔE to the lowest compared entry with this formula, charge and spin in kcal per mole: 32.31

XYZ file:
```
16
Properties=species:S:1:pos:R:3:forces:R:3
H 1.5370 2.0218 -0.1748 -0.33 -1.02 -1.00
Si 0.4818 -0.1018 -0.3903 0.32 0.37 4.47
H -3.3971 0.5933 -1.1524 1.30 -0.54 0.77
H 0.9326 1.8371 -1.7066 -0.34 0.48 -0.90
H 0.7221 -1.2123 2.3314 -0.60 1.66 -0.48
C -1.3767 -0.2543 -0.6863 0.80 2.06 -0.21
N 1.2925 1.3420 -0.9305 0.16 -0.02 1.95
H 1.9284 -2.0198 -0.1528 0.34 -0.14 0.35
H -2.0973 1.6291 -0.2840 -0.39 -0.19 -0.41
H -0.3534 0.3556 2.5067 2.20 -0.56 -0.58
C 0.6381 -0.0842 2.0848 -1.12 -1.71 -2.27
H -1.5794 -1.1766 -1.0542 -0.92 -2.99 -1.19
N 1.2754 -1.5895 -0.7663 -1.44 0.42 -1.16
H 1.6228 0.2787 2.3887 -0.53 0.75 0.17
H 0.7311 -2.2668 -1.2997 0.45 0.13 0.29
C -2.3580 0.6477 -0.7138 0.09 1.29 0.20
```
Forces are in eV/Å.

The computed natural (NBO) charges, all in e, follow:
1. H 0.409
2. Si 1.836
3. H 0.206
4. H 0.390
5. H 0.200
6. C -0.675
7. N -1.311
8. H 0.408
9. H 0.184
10. H 0.220
11. C -1.012
12. H 0.194
13. N -1.315
14. H 0.202
15. H 0.392
16. C -0.326

***

[3]
ORCA calculation (wB97M-V/def2-TZVPD) on 2 unconnected molecules or ions with the total composition C2N2 at a distorted geometry.

HOMO energy (spin up / spin down) in hartree: -0.4793 / -0.4846
Gap between HOMO and LUMO (spin up / spin down) in eV: 8.9 / 8.3
F_max in eV/Å: 3.9
ΔE to the lowest compared entry with this formula, charge and spin in kcal per mole: 151.02

XYZ file:
```
4
Properties=species:S:1:pos:R:3:forces:R:3
N 2.3315 0.3453 -0.0737 2.50 0.86 -0.43
C 1.2740 -0.0299 0.1076 -2.54 -0.84 0.42
C -1.9673 -0.6908 -0.1015 -1.15 -3.67 -0.59
N -1.6382 0.3753 0.0676 1.20 3.64 0.59
```
Forces are in eV/Å.

The computed natural (NBO) charges, all in e, follow:
1. N -0.436
2. C 0.417
3. C 0.459
4. N -0.440

***

[4]
ORCA calculation (wB97M-V/def2-TZVPD) on a molecular structure, C40H52As2N8NaOS at a distorted geometry.

HOMO energy in hartree: -0.3623
Gap between HOMO and LUMO in eV: 8.0
F_max in eV/Å: 2.6
Total charge: +1
ΔE to the lowest compared entry with this formula, charge and spin in kcal per mole: 36.74

XYZ file:
```
105
Properties=species:S:1:pos:R:3:forces:R:3
C 2.5526 2.9945 0.0944 1.06 -0.83 0.33
C -4.1555 5.1752 -0.8918 2.17 -0.70 -0.36
H 0.8736 3.8297 -1.0715 0.41 -0.21 0.15
H 0.0899 -1.3557 -5.2548 -0.61 0.51 0.67
H -0.3772 -2.5172 -3.1129 0.08 -0.45 -0.17
H 3.5378 -1.6241 0.6172 -0.11 0.40 0.44
H -3.0083 3.8237 2.0145 0.25 0.26 -0.18
H 2.8296 -5.7979 -0.9580 -0.42 0.23 -0.28
C -1.4281 0.1089 -4.9213 -1.19 0.62 -1.65
H -3.9008 -3.8905 -4.0191 0.57 -0.24 0.64
C 1.2923 3.7766 -0.0596 -2.15 0.73 1.37
H -2.5847 -2.0770 -5.0400 0.30 -0.63 0.56
H 2.6962 2.1155 2.7281 -0.17 -0.71 0.15
C -1.7590 -1.4002 4.4578 1.57 -0.67 0.46
H -4.9779 4.8477 1.0600 0.09 -0.23 -0.33
H -4.0731 -2.3713 -3.2631 0.72 -0.15 -0.04
H -1.1125 -4.9453 1.6546 0.28 -0.10 -0.08
H -5.0617 5.5563 -1.2945 -0.48 0.27 -0.43
H -2.0919 -4.0977 -1.9798 -1.16 -0.19 0.26
H -4.8126 0.5445 -1.7549 0.19 -0.33 0.45
N -3.7112 -0.3652 -0.0716 -0.01 0.74 -1.35
C 3.0152 0.3445 3.9572 -0.15 0.74 0.44
O -0.0087 -3.5464 -1.1321 0.06 0.64 -0.57
H 1.7397 -6.1155 -3.2825 -0.61 -0.59 -0.12
H 1.0870 -3.8902 1.2435 -0.02 -0.09 -0.29
C 5.3269 -0.3696 -2.9635 0.40 0.37 0.65
C 3.3886 -1.0508 1.5464 0.03 0.73 0.62
H 3.0044 3.1447 1.1080 -0.35 -0.11 -0.92
C -0.2838 5.8139 4.2689 -0.83 0.80 -0.92
S 0.6248 -4.8848 -0.8934 0.05 -0.78 0.57
H -1.7029 0.9596 -3.1065 -0.55 0.11 -0.43
H 3.4020 -1.5433 4.9512 0.14 0.25 -0.33
C 2.9865 0.3122 1.5154 -0.18 -0.22 0.81
C 2.3833 -5.3008 -3.0292 0.66 -0.60 0.12
H 1.3755 4.8192 0.3268 0.17 -0.64 -0.39
C 4.1190 -0.0886 -2.3201 1.15 0.42 0.48
H 1.0269 3.1235 5.8336 -0.42 0.32 0.30
H 3.2956 3.3220 -0.6430 -0.04 0.01 0.17
C 4.1490 0.6300 -1.1016 -0.01 -0.06 -0.58
H 2.1088 -4.4650 -3.6332 -0.12 0.68 -0.39
H -0.8529 0.8518 -5.5247 -0.10 -0.44 0.50
H -4.7473 -0.3605 3.8192 -0.59 0.19 0.21
H 0.4109 5.5128 6.2969 -0.10 0.22 0.01
C 2.3434 -5.0007 -1.5531 0.49 0.90 1.03
C 6.5745 0.7557 -1.2231 -0.28 0.21 0.15
Na -1.7441 -1.6933 -1.1268 -0.20 0.01 0.31
H 0.4652 2.0531 3.7832 -0.12 0.23 -0.09
H 1.8413 -5.4591 1.0447 0.36 -0.31 0.16
As 2.4117 0.9795 -0.2496 0.39 0.75 0.57
C 0.4889 3.7350 5.1087 0.88 -0.34 0.13
H 7.4748 -0.1528 -2.9826 -0.35 0.13 0.38
H -0.8469 4.6007 -1.6767 -0.45 -0.22 0.09
H -0.4101 -2.2546 2.9677 0.16 0.04 0.10
H -1.7208 -3.6056 -4.7375 0.04 -0.03 -0.13
H 2.9005 -4.0623 -1.3307 -0.48 -0.45 0.03
C 6.5538 0.0686 -2.4296 -0.59 -0.36 -0.47
C -1.7707 4.5777 -1.0926 -0.52 0.41 0.20
C -1.3398 -1.7438 3.1683 -1.01 0.38 -0.31
N -2.2950 0.7253 -3.9194 0.52 0.59 0.98
C -2.1506 -2.7261 -4.2484 0.40 0.13 0.16
H -0.4860 -6.5115 1.1801 0.12 -0.19 0.40
C -4.0845 -0.4208 1.2317 -1.57 0.86 -1.35
C -3.7641 -0.7291 3.6491 1.77 0.50 -0.11
C -0.4409 5.2610 2.9788 0.12 -0.69 1.35
C 0.2230 5.0930 5.3213 0.05 -1.17 -0.14
C -3.3231 -3.1931 -3.3693 -1.47 1.06 -0.35
C 3.3496 -1.0008 4.0042 0.38 -0.41 -1.18
H -2.6973 1.6121 -4.2572 0.36 -0.67 0.17
N -2.9494 -0.8978 4.7042 -1.18 -0.21 -0.51
N -5.6938 0.4836 0.2154 0.27 -0.28 -0.16
C 2.8670 1.0289 2.7432 0.28 -0.81 -1.23
N -5.2987 0.0717 1.4413 -0.13 0.06 -0.40
H 0.3369 -0.4061 -3.7998 -0.49 -0.16 0.15
C -0.2062 -5.5726 1.6594 -1.11 0.26 0.06
H 7.5269 1.0770 -0.8152 -0.11 -0.01 0.07
H -2.9941 5.3333 -2.7192 0.22 0.17 0.54
H -2.1484 -0.3317 -5.6689 0.95 0.14 0.52
H 5.3262 -0.9420 -3.8724 -0.01 -0.10 -0.32
C 5.3786 1.0417 -0.5494 -0.39 -0.69 -0.63
H -3.7984 -4.2199 -1.6632 0.88 0.08 0.03
As -0.3572 3.0189 1.0423 0.88 0.32 -0.57
C 0.2498 3.1151 3.8960 -0.55 0.70 -0.50
C -4.7293 0.2489 -0.7068 0.26 -0.78 1.55
C -4.1109 4.7207 0.4052 0.12 0.41 1.49
C -1.7686 4.1315 0.2404 0.02 -0.28 0.32
C 3.6387 -1.6645 2.7753 -0.97 0.33 0.51
C -2.9327 4.2326 1.0057 -0.74 -0.22 -1.11
H -6.6635 0.7638 0.0656 0.64 0.08 0.15
H 3.2105 -0.4433 -2.7907 -0.22 0.14 0.26
H 0.0698 -5.6872 2.7097 -0.02 -0.33 -0.15
C -0.2457 3.8874 2.8223 0.91 0.05 -0.72
C 0.9142 -4.9237 0.9164 0.85 0.61 -0.66
C -0.4691 -0.9074 -4.3667 1.27 -0.77 -1.24
N -1.0784 -1.9605 -3.5733 -1.16 0.67 0.64
H 3.9158 -2.7115 2.7702 0.15 0.01 0.17
N -2.1027 -1.4497 2.1031 0.71 0.07 0.09
C -2.9518 5.0852 -1.6499 -0.79 -0.19 -0.06
H -0.6688 6.8246 4.4166 0.55 -0.06 0.02
C -3.2719 -0.8607 2.3338 0.10 -1.04 1.64
N -3.0215 -3.6335 -1.9865 0.75 -0.17 -1.02
H 3.3873 -5.6457 -3.3174 -0.19 0.37 0.12
H -0.7330 5.8923 2.1547 -0.20 0.00 -0.08
H 5.3741 1.5073 0.4310 0.14 0.13 -0.14
H 2.8532 0.9228 4.8871 0.15 -0.51 -0.54
H -1.0738 -1.5873 5.3285 -0.77 0.31 -0.90
```
Forces are in eV/Å.

These are the Mulliken partial charges, in e, on atoms 1 to 99:
1. C -1.085
2. C -0.753
3. H 0.336
4. H 0.284
5. H -0.025
6. H 0.356
7. H 0.431
8. H 0.454
9. C -0.925
10. H 0.373
11. C -0.928
12. H 0.187
13. H 0.222
14. C -0.314
15. H 0.385
16. H 0.300
17. H 0.258
18. H 0.468
19. H 0.014
20. H 0.504
21. N 0.143
22. C -0.385
23. O -0.419
24. H 0.392
25. H -0.108
26. C -0.519
27. C -0.555
28. H 0.441
29. C -0.538
30. S 0.392
31. H 0.065
32. H 0.415
33. C 0.593
34. C -1.394
35. H 0.442
36. C -0.417
37. H 0.323
38. H 0.572
39. C 0.050
40. H 0.317
41. H 0.413
42. H 0.535
43. H 0.412
44. C -0.176
45. C -0.607
46. Na 0.597
47. H 0.680
48. H 0.483
49. As 0.570
50. C -0.475
51. H 0.359
52. H 0.236
53. H 0.465
54. H 0.338
55. H 0.096
56. C -0.478
57. C -0.658
58. C -0.283
59. N -0.286
60. C -0.473
61. H 0.378
62. C -0.151
63. C -0.269
64. C -0.415
65. C -0.620
66. C -0.773
67. C -0.671
68. H 0.251
69. N -0.554
70. N 0.064
71. C -0.382
72. N -0.641
73. H 0.208
74. C -1.259
75. H 0.396
76. H 0.373
77. H 0.319
78. H 0.418
79. C -0.136
80. H 0.247
81. As 0.710
82. C -0.730
83. C -0.464
84. C -0.559
85. C 0.764
86. C -0.535
87. C -0.569
88. H 0.257
89. H 0.326
90. H 0.391
91. C 0.354
92. C -0.051
93. C -0.478
94. N 0.429
95. H 0.416
96. N -0.103
97. C -0.505
98. H 0.346
99. C 0.480

***

Q: Among the records above, which one has the highest F_max?
A: C5H12NO

***

Q: Which formula does entry 3 have?
A: C2N2

***

Q: Among the records above, which one has the lowest F_max?
A: C40H52As2N8NaOS

***

What did the third record say?
ORCA calculation (wB97M-V/def2-TZVPD) on 2 unconnected molecules or ions with the total composition C2N2 at a distorted geometry.

HOMO energy (spin up / spin down) in hartree: -0.4793 / -0.4846
Gap between HOMO and LUMO (spin up / spin down) in eV: 8.9 / 8.3
F_max in eV/Å: 3.9
ΔE to the lowest compared entry with this formula, charge and spin in kcal per mole: 151.02

XYZ file:
```
4
Properties=species:S:1:pos:R:3:forces:R:3
N 2.3315 0.3453 -0.0737 2.50 0.86 -0.43
C 1.2740 -0.0299 0.1076 -2.54 -0.84 0.42
C -1.9673 -0.6908 -0.1015 -1.15 -3.67 -0.59
N -1.6382 0.3753 0.0676 1.20 3.64 0.59
```
Forces are in eV/Å.

The computed natural (NBO) charges, all in e, follow:
1. N -0.436
2. C 0.417
3. C 0.459
4. N -0.440